An isolated molecule of CH4NP, computed with ωB97M-V/def2-TZVPD.

Summary:
ΔE to the lowest compared entry with this formula, charge and spin, kJ/mol: 36.9
Electronic energy, hartree: -436.54991
HOMO, eV: -9.5
Gap between HOMO and LUMO, hartree: 0.3878
2S+1: 1
SMILES: [H]/N=C/P
Charge: 0
LUMO energy, eV: 1.07

Geometry as XYZ:
```
7
CH4NP, DFT ωB97M-V/def2-TZVPD
N -1.00281 0.00090 0.72869
H -1.38009 0.30276 1.62472
H 1.35592 -1.20770 -0.84573
P 0.84342 0.04335 -1.20673
C 0.15105 0.39091 0.44476
H 0.77385 1.15622 1.14459
H -0.34788 -0.50326 -1.67787
```

---

C31H29F2IrN4Si as an isolated structure, computed with ωB97M-V/def2-TZVPD.

Summary:
ΔE to the lowest compared entry with this formula, charge and spin, kJ/mol: 169.4
Electronic energy, hartree: -2011.15282
HOMO (spin up / spin down), eV: -10.1 / -10.5
Gap between HOMO and LUMO (spin up / spin down), hartree: 0.2708 / 0.2700
2S+1: 2
Charge: +1
LUMO energy (spin up / spin down), eV: -2.70 / -3.14

Geometry as XYZ:
```
68
C31H29F2IrN4Si, DFT ωB97M-V/def2-TZVPD
H 1.55110 1.27406 3.70333
H -0.74048 -1.92595 -2.45928
C 1.86681 2.06831 3.02321
C -2.69753 0.12681 -0.03498
C 0.75888 2.40023 2.07424
H 3.74629 -4.48163 0.83713
C 1.98006 -2.99834 -0.72810
H -2.00725 2.60738 -2.98689
H 1.30798 -0.40151 -2.84699
H 2.16536 0.89188 -3.67707
Ir 0.53145 -0.61025 0.12535
N 0.53871 1.59866 1.01605
H 4.43563 -3.87144 3.12771
C 1.54410 2.96340 -1.69030
C -2.25339 0.02684 1.38831
Si 0.29620 1.80963 -2.42703
C -1.04936 3.84173 1.41072
C 1.68846 -4.26499 -2.77828
F -0.14659 -3.76101 -4.13600
H -1.65635 4.72390 1.56803
C 0.87413 -2.20146 -1.03559
F 3.47768 -4.71891 -1.36782
H 2.09041 -0.32701 2.72945
C -4.48108 -0.42187 -1.59271
H -0.77870 3.83710 -3.30998
H 1.09583 3.75436 -1.08596
C 3.41357 -3.55597 1.27767
H 2.08450 3.44056 -2.51284
H -1.59789 0.16567 -3.23777
C -0.80085 -0.95156 2.89140
C 2.47927 -1.25154 2.34740
C -3.58378 -0.33645 -2.64089
H -4.69186 -0.38058 0.53079
H -5.51278 -0.69274 -1.76860
H 0.17486 4.15833 3.14387
C 1.17303 0.51634 -3.41291
C -4.02153 -0.21135 -0.30245
C -1.84508 0.37607 -1.11769
H 2.75364 1.74019 2.48298
H -3.98908 0.96900 2.20846
C 0.14365 -2.48844 -2.19101
H -1.31370 -0.93024 4.96893
H -0.99886 2.48999 -4.42211
H -3.39016 0.40416 4.55590
C -1.27240 3.02179 0.32123
C 2.56098 -2.71551 0.56094
H 0.65860 0.26732 -4.34461
N -0.56230 1.03523 -0.95917
C -3.08740 0.41424 2.43133
N -1.09964 -0.60939 1.63331
H -3.89786 -0.56299 -3.65139
C -0.45481 1.91707 0.18256
C 3.31441 -2.03341 3.10993
C 0.55689 -3.50616 -3.02435
C 2.37439 -3.99064 -1.62007
C -2.27943 0.06350 -2.40147
H 0.10770 -1.52347 3.01904
C 3.78945 -3.21586 2.55881
H -2.04860 3.22407 -0.40577
C -0.02835 3.52583 2.29039
H 3.57877 -1.72363 4.11117
H 2.01939 -5.03865 -3.45607
H 2.27278 2.42989 -1.07538
N 2.10650 -1.56257 1.09753
C -0.99791 2.76827 -3.36581
C -1.59750 -0.62386 3.97168
C -2.75025 0.10441 3.73602
H 2.12127 2.93316 3.63247
```

---

An isolated molecule of C4H11BrN2, computed with ωB97M-V/def2-TZVPD.

Summary:
ΔE to the lowest compared entry with this formula, charge and spin, kJ/mol: 0.0
Electronic energy, hartree: -2842.45021
HOMO, eV: -8.7
Gap between HOMO and LUMO, hartree: 0.3538
2S+1: 1
SMILES: CNN(C)[C@@H](C)Br
Charge: 0
LUMO energy, eV: 0.90

Geometry as XYZ:
```
18
C4H11BrN2, DFT ωB97M-V/def2-TZVPD
H 0.94025 -0.59693 -1.91617
H -1.00417 2.25400 1.60890
H -1.95662 2.65196 0.16079
H -0.11158 2.46924 0.02562
H 0.24836 1.09257 -1.87062
C -0.88391 0.56758 0.39934
H 1.28246 -2.97448 0.77032
C 0.92229 0.39782 -1.39080
C 0.49548 -2.30075 0.42535
C -1.09008 2.07400 0.46837
N 0.99972 -0.94471 0.51196
H 1.33560 -0.80968 1.48535
Br -2.36377 -0.10527 -0.90363
H -0.42958 -2.48657 0.97554
N 0.45379 0.18259 -0.01625
H -1.20098 0.14133 1.36358
H 0.37938 -2.44986 -0.74824
H 1.98335 0.83717 -1.34940
```

---

C38H44MnN6O3Te as an isolated structure, computed with ωB97M-V/def2-TZVPD.

Summary:
ΔE to the lowest compared entry with this formula, charge and spin, kJ/mol: 37.0
Electronic energy, hartree: -3447.33209
HOMO (spin up / spin down), eV: -13.8 / -13.9
Gap between HOMO and LUMO (spin up / spin down), hartree: 0.3141 / 0.3120
2S+1: 6
Charge: +2
LUMO energy (spin up / spin down), eV: -5.30 / -5.42

Geometry as XYZ:
```
93
C38H44MnN6O3Te, DFT ωB97M-V/def2-TZVPD
H -1.41396 0.60832 -0.76296
C -1.62731 2.88879 1.07312
Te 0.22544 -0.06687 -3.03966
H -0.51855 -0.56140 2.83708
H 7.34596 0.84996 1.71997
H 1.09300 3.10463 -3.76342
C -2.03069 -0.25122 -0.50840
C 1.57585 -0.58668 6.10082
O 1.96269 2.90709 -0.93063
H 2.75153 3.36897 -3.23922
N 1.83357 1.84848 2.77093
C -1.72824 -1.68331 -4.79594
O 2.32835 -1.58700 5.76520
H 3.87842 0.03828 4.70234
C 1.45685 -3.03145 -3.02005
H 1.84789 -2.34992 4.89967
H 6.52988 0.64542 -0.63439
Mn 1.34455 1.52482 0.62149
C -2.52425 3.68409 3.12617
C 4.01868 1.12060 2.18160
C -1.36412 -1.55227 -0.86846
C 3.03054 0.65320 4.43715
H 1.13104 -0.57042 3.40816
C -0.31954 -1.66742 -1.79525
C 2.95755 1.27061 3.20113
H -1.25738 3.31073 4.82224
H -4.01416 3.06678 -3.76111
C -0.42122 2.56146 2.99720
H 1.78131 -1.48230 1.24658
H -0.52663 -2.34763 4.23235
C 4.48104 0.85396 -0.05133
C -2.64464 3.53054 1.75402
C 5.36318 1.06031 2.51091
H 0.35166 -4.96444 -1.53514
H -5.30988 1.73390 -6.52041
C -1.19812 -3.94768 -0.46317
H 1.13554 -3.95643 4.49341
H -1.78077 -2.40415 -3.97764
H 2.09734 -3.32534 3.33356
H 1.12836 -2.85647 -4.04727
H 1.86926 -4.03737 -2.98253
C -0.12903 -4.00996 -1.35124
H -2.58497 -5.56918 -0.36412
N -0.53449 2.40220 1.66634
H -0.27421 -3.16098 2.68204
H 4.08812 0.78246 -1.05860
C -2.33708 1.82853 -3.31796
C -1.78256 -2.70936 -0.21810
H -2.54596 3.10286 -1.61583
C 1.63078 2.18305 -1.89371
H 2.27057 -2.33425 -2.80673
H 2.27823 1.80537 -3.93607
N 3.58233 1.02123 0.92067
C -1.72750 -5.19004 0.19472
H -6.17212 0.68845 -5.40104
C -2.33263 -0.34772 -4.43076
C -5.47785 1.52595 -5.46223
C -1.80975 2.89444 -2.39391
H -2.21849 -0.21589 0.56601
H -0.97809 -5.97942 0.22282
N 1.38544 -3.09105 4.01968
H -0.68367 -1.60614 -5.11636
O 0.57950 -0.60106 6.78639
C -4.17943 1.19933 -4.78474
C 0.32213 -2.88953 -2.03769
C -3.54941 2.10454 -3.94761
H -2.59814 -2.63881 0.49418
H 5.67927 1.16781 3.53920
N 0.89139 -1.01956 1.39748
H -5.94998 2.40064 -5.01953
C -1.39349 3.19017 3.75673
C -3.55185 -0.02289 -5.00549
C 0.17481 -2.48063 3.40724
H -2.26868 -2.10406 -5.64050
H -0.07246 1.41977 5.50059
C 0.42597 -1.10616 2.78634
H -1.66865 3.83087 -2.93521
H -4.01691 -0.74399 -5.66819
C 6.28881 0.88946 1.49445
C -1.74237 0.59335 -3.56087
H -2.99036 -0.13934 -1.01638
H -2.06813 -4.99086 1.21062
H -1.67697 2.75645 0.00158
C 0.81354 1.43642 4.87996
H -3.50415 3.90585 1.21758
N 1.02552 1.00981 -1.58674
C 0.80767 1.99313 3.60871
C 5.84096 0.77829 0.18712
H 0.21758 -1.44540 0.76582
H -3.29311 4.18658 3.69723
C 1.88871 0.63495 5.23177
H -0.87632 2.63452 -1.90791
C 1.95746 2.62867 -3.29588
```

---

An isolated molecule of C5H10O2, computed with ωB97M-V/def2-TZVPD.

Summary:
ΔE to the lowest compared entry with this formula, charge and spin, kJ/mol: 71.9
Electronic energy, hartree: -346.99806
HOMO, eV: -10.6
Gap between HOMO and LUMO, hartree: 0.4178
2S+1: 1
SMILES: CC(C)CC(=O)O
Charge: 0
LUMO energy, eV: 0.81

Geometry as XYZ:
```
17
C5H10O2, DFT ωB97M-V/def2-TZVPD
C -0.18740 0.41532 0.60701
C -0.55623 0.81911 -0.85408
H -0.00859 -1.22432 -1.48407
C -0.73007 -0.42768 -1.67689
H -1.54361 2.73560 -1.09147
H -1.14483 0.04007 0.99584
H -2.35933 1.77513 0.08256
H -0.05450 1.34945 1.16147
O 1.86817 -0.72635 0.12248
H -2.49659 1.28713 -1.59536
O 0.79526 -1.22296 2.01736
H -0.78386 -0.36864 -2.76853
C 0.81217 -0.61960 0.98916
H -1.68491 -0.93451 -1.44338
H 2.27592 -1.57398 0.38363
H 0.30417 1.37380 -1.22017
C -1.81126 1.70599 -0.85942
```

---

An isolated ion of composition C10H19N2S and charge +1, computed with ωB97M-V/def2-TZVPD.

Summary:
ΔE to the lowest compared entry with this formula, charge and spin, kJ/mol: 343.4
Electronic energy, hartree: -899.70992
HOMO, eV: -12.9
Gap between HOMO and LUMO, hartree: 0.3606
2S+1: 1
Charge: +1
LUMO energy, eV: -3.08

Geometry as XYZ:
```
32
C10H19N2S, DFT ωB97M-V/def2-TZVPD
C 0.70235 2.41586 -2.86086
C -2.03249 -1.38093 1.05946
H 1.76387 -1.30360 2.34256
C 0.46610 0.91046 -0.87800
C 1.89613 -1.83379 1.47016
C 0.55268 -1.61415 0.70743
H 1.49658 0.97338 1.10655
S 0.46938 -2.42584 -0.82863
C 1.75547 3.08765 -0.68437
H 1.16042 1.50177 -3.26970
H -0.39158 -1.43327 2.61795
C -3.21201 -1.51332 1.97399
H 2.71444 2.71619 -1.04172
H -0.79748 -2.88098 1.79753
N -0.66300 -1.92050 1.65024
H -0.54058 -1.63018 -2.75835
H -3.16123 -1.04187 2.97112
H 2.56824 -1.37934 0.87134
H 1.89146 4.11554 -0.74255
H 1.81101 -2.97023 1.55047
H -0.25979 2.47447 -3.47454
H 1.69443 2.89312 0.37270
C -0.17891 -1.12580 -1.89835
C 0.53812 2.36866 -1.30434
H -2.25336 -1.91572 0.15786
H -0.26029 2.92240 -1.04841
N -0.22430 0.08075 -1.80314
H -4.12749 -1.04695 1.67866
H 1.14972 3.31016 -3.09005
C 0.87286 0.47465 0.32024
H -3.58707 -2.48561 2.21425
H -1.81367 -0.34299 0.82053
```

---

A 2-piece molecular cluster, C9H11O3 overall, computed with ωB97M-V/def2-TZVPD.

Summary:
ΔE to the lowest compared entry with this formula, charge and spin, kJ/mol: 105.1
Electronic energy, hartree: -575.31838
HOMO, eV: -3.9
Gap between HOMO and LUMO, hartree: 0.2550
2S+1: 1
Charge: -1
LUMO energy, eV: 3.08

Geometry as XYZ:
```
23
C9H11O3, DFT ωB97M-V/def2-TZVPD
C 4.78257 -1.44981 0.14855
C -3.20737 0.33144 -0.00138
C -3.89973 1.13026 -2.30176
H -4.52147 1.99600 -2.09774
H 5.27738 -2.00406 0.94468
H 0.50908 0.87654 -0.78553
H -4.26206 0.23401 0.25700
H -4.61733 0.30187 -2.41347
H -3.43708 1.20926 -3.27932
H -1.20093 1.27068 -2.53309
O 2.79599 -0.15916 -0.11243
O 0.13092 -0.00406 1.47465
C -1.52138 0.98676 -1.53619
H -2.48258 -0.45916 1.89383
H 5.37550 -0.60157 -0.18745
H -0.09823 -0.65316 2.15900
H 4.63082 -2.15013 -0.67430
C -0.55025 0.75430 -0.59432
C 3.40153 -0.95257 0.64630
C -2.88669 0.82141 -1.24518
C -0.91553 0.29229 0.67744
O 3.03030 -1.40555 1.75455
C -2.24676 0.05029 0.97625
```

---

A 3-piece molecular cluster, C35H57F3NO15P2 overall, computed with ωB97M-V/def2-TZVPD.

Summary:
Electronic energy, hartree: -3533.15289
HOMO, eV: -3.2
Gap between HOMO and LUMO, hartree: 0.1221
2S+1: 1
Charge: -1
LUMO energy, eV: 0.08

Geometry as XYZ:
```
113
C35H57F3NO15P2, DFT ωB97M-V/def2-TZVPD
O 2.41018 -2.16143 -1.32237
H -4.66552 2.09575 -6.54506
C -2.05021 -1.44528 4.86985
C 0.71423 4.73177 0.75766
H -0.61045 1.24355 4.83388
H 2.30279 -1.98952 -4.12573
H -2.79388 -2.49474 6.73122
H -2.83388 0.59173 5.46318
C -2.50973 1.24602 -6.44926
H 1.21155 1.56763 1.99996
O -2.32973 1.13190 -7.70148
F 2.59949 -3.28991 0.75911
H -4.14775 -1.98648 -2.80961
C 6.56843 3.85543 -4.25933
C 5.26725 4.83418 -2.44853
H -3.85303 -6.20385 6.12648
H 0.53514 -1.21102 1.01363
O -1.89909 7.34141 0.55610
F 2.85959 -4.50192 -1.23641
O 0.07482 8.33954 -1.03332
H -2.29029 -0.48258 -4.95100
H -4.08377 0.92101 -3.65410
H -0.97743 -0.72304 2.45363
P -0.00654 -0.92627 -2.28985
C -0.28854 0.06242 2.96045
F 4.42411 -2.94243 -0.60342
H -2.36073 -5.53517 8.26739
C 1.56171 6.54387 -0.68401
H 0.90265 -3.26153 -2.20034
O 9.00416 3.93615 -4.17146
C 3.00816 -3.22947 -0.62224
H 2.82575 3.85621 0.26597
C 0.77660 -0.20171 0.53842
H -1.28571 5.00508 1.59566
H -1.10026 0.44905 -0.43437
H -3.35234 -3.63022 3.80799
H 4.38872 3.85886 -4.11413
H -3.08454 -3.33648 -1.65592
O -0.55947 -6.30166 7.28089
C -2.71157 -6.11575 6.06092
O 2.72073 -1.09676 -4.13508
H -4.21946 -1.74763 5.67393
O -3.40098 -2.25059 -3.40344
C 0.13101 -5.32770 8.09800
C -2.19323 -4.75970 5.34007
H 1.91942 -0.12567 0.43289
C -1.59238 -3.91559 -3.17884
H -1.80053 0.93697 -2.73705
O 2.82359 0.76185 -1.92160
N -2.59638 -4.92517 -3.72494
O 0.92385 3.64351 1.26226
H -2.51147 -0.76913 -1.57357
H 4.33915 5.61032 -1.01810
H 0.93982 -4.85036 7.41391
O 6.63138 3.26990 -5.32775
H 0.46414 -2.78663 -0.49526
H -0.03166 -1.70301 -3.49802
O 6.46353 5.88137 -0.72060
H -4.51521 0.31982 -6.02773
H 8.75398 3.46716 -4.99228
C -2.40853 -2.78441 -2.43391
C -4.12223 1.79909 -4.38720
H -1.54999 -1.93843 -0.55617
H -2.83659 -4.57447 -4.67635
C -1.70496 -1.60323 -1.66071
H -3.26220 2.54014 -4.20086
H -1.01988 -1.52286 5.37896
C 5.29327 4.17642 -3.61190
H 3.72868 0.36488 -1.80716
C -0.00979 0.21772 -0.76711
C -0.54090 5.46450 0.95957
C -1.99276 -6.31251 7.51444
H -0.52078 1.55567 1.31938
C 0.29780 7.26429 -0.50069
C 6.52400 5.26607 -1.77280
H -3.46301 -4.83573 -3.15326
C 7.82555 4.26358 -3.56951
H -0.49264 -0.63722 -5.31273
H -0.93034 -4.49143 -2.44670
C 0.34910 0.88633 1.69829
C -0.73848 6.64768 0.37524
H -1.61571 1.92373 3.43218
H 2.31176 7.01099 -1.30831
H -5.10899 2.38531 -4.22188
C -0.93139 0.46295 -3.30706
H -4.40218 -4.20110 5.19948
O -1.34885 1.27986 -5.61642
H -0.51542 -4.45695 8.46242
C -2.46786 0.05805 4.49941
H -2.36077 -7.02917 5.43647
H 0.59822 -0.41723 3.50821
H -3.31379 0.07015 3.71630
C 7.80030 4.92324 -2.40976
H -1.79664 8.15922 0.03066
O 2.93276 4.67891 -0.25603
C -1.27760 0.02604 -4.80845
C -3.20023 -2.26599 5.68397
C -3.37079 -3.72243 4.96549
H -0.14726 1.31407 -3.41541
O 4.08938 5.13755 -1.83212
H -1.93679 -2.02070 3.87111
C -4.01896 1.35977 -5.93388
C -1.23815 0.95168 3.89997
H -1.01341 -3.54635 -4.10896
C 1.76163 5.36091 -0.09656
H -2.26055 -7.37815 7.87805
H -1.46280 -4.23696 6.04646
P 1.86909 -0.03444 -3.09897
H -1.64459 -5.11592 4.38341
H 0.72306 -5.81268 8.96568
H 0.38559 1.26031 -1.10227
C 0.94021 -2.37157 -1.44874
H 8.70524 5.22676 -1.90049
```

---

Copy entry 7 word for word.
A 2-piece molecular cluster, C9H11O3 overall, computed with ωB97M-V/def2-TZVPD.

Summary:
ΔE to the lowest compared entry with this formula, charge and spin, kJ/mol: 105.1
Electronic energy, hartree: -575.31838
HOMO, eV: -3.9
Gap between HOMO and LUMO, hartree: 0.2550
2S+1: 1
Charge: -1
LUMO energy, eV: 3.08

Geometry as XYZ:
```
23
C9H11O3, DFT ωB97M-V/def2-TZVPD
C 4.78257 -1.44981 0.14855
C -3.20737 0.33144 -0.00138
C -3.89973 1.13026 -2.30176
H -4.52147 1.99600 -2.09774
H 5.27738 -2.00406 0.94468
H 0.50908 0.87654 -0.78553
H -4.26206 0.23401 0.25700
H -4.61733 0.30187 -2.41347
H -3.43708 1.20926 -3.27932
H -1.20093 1.27068 -2.53309
O 2.79599 -0.15916 -0.11243
O 0.13092 -0.00406 1.47465
C -1.52138 0.98676 -1.53619
H -2.48258 -0.45916 1.89383
H 5.37550 -0.60157 -0.18745
H -0.09823 -0.65316 2.15900
H 4.63082 -2.15013 -0.67430
C -0.55025 0.75430 -0.59432
C 3.40153 -0.95257 0.64630
C -2.88669 0.82141 -1.24518
C -0.91553 0.29229 0.67744
O 3.03030 -1.40555 1.75455
C -2.24676 0.05029 0.97625
```

---

> charge of number 7 (C9H11O3)?

-1